(1)
{"formula": "C2H2N2O3", "method": "ωB97M-V/def2-TZVPD", "symbols": ["C", "C", "N", "N", "O", "O", "O", "H", "H"], "positions_angstrom": [[-0.806626, -1.190120, -0.031905], [-0.929867, 0.085102, -0.564381], [-0.599512, -2.237553, 0.398843], [1.566933, 0.371624, 0.074451], [2.158691, -0.068166, -0.816838], [1.786777, 0.849744, 1.103584], [-1.136692, 1.131634, 0.287498], [-0.501955, 0.383653, -1.513854], [-1.537753, 0.674078, 1.062604]], "forces_ev_per_angstrom": [[0.1158, 0.3948, -0.6969], [-0.1825, 0.9853, -0.3403], [-0.0695, -0.8665, 0.4490], [-1.9828, 0.1011, -0.1234], [1.7880, -0.9649, -1.9604], [1.0519, 1.0140, 2.3685], [-0.7955, -1.3967, 0.4411], [-0.2712, -0.3539, 0.0458], [0.3458, 1.0868, -0.1833]], "total_charge": 0, "e_lumo_ha": [0.01806, -0.05997], "gap_ev": [9.1, 10.7], "spin_multiplicity": 3, "homo_ha": [-0.318, -0.454], "e_above_lowest_ev": 1.684}

=====

(2)
{"formula": "C12H30F3MgNO9S4", "method": "ωB97M-V/def2-TZVPD", "symbols": ["Mg", "N", "O", "O", "O", "C", "O", "O", "C", "F", "F", "F", "C", "C", "H", "H", "H", "H", "H", "H", "C", "S", "O", "C", "H", "H", "H", "H", "H", "H", "C", "S", "O", "C", "H", "H", "H", "H", "H", "H", "C", "S", "O", "C", "H", "H", "H", "H", "H", "H", "C", "S", "O", "C", "H", "H", "H", "H", "H", "H"], "positions_angstrom": [[29.473431, -31.221177, 11.357688], [26.786825, -29.476751, 11.544206], [27.723034, -30.299732, 11.694313], [26.933639, -28.521064, 10.740796], [25.722500, -29.625815, 12.157816], [31.998553, -32.921583, 10.373215], [33.093401, -33.457590, 11.090664], [31.196206, -32.184974, 11.114547], [32.551908, -32.228081, 9.108668], [31.585506, -31.956941, 8.199192], [33.130460, -31.028217, 9.407462], [33.489259, -32.939666, 8.452850], [34.198800, -32.695324, 11.517604], [34.936903, -33.577098, 12.527846], [34.369240, -33.808737, 13.430429], [35.085574, -34.553698, 12.057876], [35.897127, -33.155579, 12.825661], [33.792779, -31.862927, 12.102866], [34.884881, -32.405842, 10.722443], [31.426258, -33.764473, 9.949898], [31.588214, -28.238950, 9.152460], [29.909857, -28.444798, 9.839689], [29.717765, -29.933031, 9.932299], [28.956816, -27.936078, 8.395708], [31.872981, -29.135916, 8.604640], [32.321970, -28.020980, 9.921632], [31.511439, -27.418093, 8.436752], [29.270782, -27.008025, 7.920992], [27.882958, -27.820548, 8.540511], [29.044091, -28.826516, 7.763827], [28.377819, -33.533964, 7.781505], [27.456951, -32.744836, 9.122626], [28.583472, -32.353461, 10.047663], [26.866645, -31.346860, 8.134301], [29.095371, -32.822424, 7.372611], [27.692815, -33.750583, 6.958012], [28.882080, -34.419773, 8.152465], [27.568182, -31.054267, 7.345514], [26.652256, -30.470211, 8.745667], [25.980546, -31.537066, 7.521522], [28.840312, -28.613231, 14.362897], [30.513695, -28.866795, 13.718470], [30.303117, -29.910435, 12.646875], [30.857500, -27.223839, 13.050177], [28.301048, -28.328244, 13.450368], [28.609282, -27.770733, 15.014845], [28.469889, -29.555295, 14.752153], [30.161995, -26.948369, 12.257375], [31.881185, -27.259623, 12.675466], [30.870075, -26.420104, 13.787337], [30.919242, -32.785844, 14.305000], [29.139794, -32.548572, 14.173057], [28.950934, -32.592050, 12.666121], [28.534525, -34.190542, 14.633280], [31.176971, -33.077767, 15.331328], [31.511110, -31.906292, 14.071393], [31.233100, -33.610878, 13.664986], [28.727615, -34.478113, 15.668118], [29.152585, -34.854687, 14.028683], [27.467849, -34.195705, 14.439089]], "forces_ev_per_angstrom": [[0.7929, -0.4209, -0.2299], [-0.7415, 0.3197, -0.4129], [-0.9108, 0.2286, 0.6721], [0.2240, -0.3296, 0.3019], [0.6920, 0.0239, -0.1378], [-0.8609, 0.3828, 0.0874], [0.3710, -1.4594, -0.4619], [0.4040, 0.9172, 0.0299], [0.1940, 0.9011, 0.0330], [-0.0145, -0.0971, 0.1766], [-0.0833, -0.1873, -0.1424], [-0.0927, -0.1070, 0.0997], [-0.7060, -0.1623, 1.7001], [0.0353, -0.5976, -0.4562], [-0.2413, 0.3900, -0.0459], [0.3313, 0.0735, -0.0221], [0.0246, 0.0295, -0.0880], [0.3116, 0.5990, -0.5294], [-0.1937, 0.2106, -0.1700], [0.4672, -0.6128, 0.0071], [-0.6434, 0.2318, -0.7302], [0.0745, -0.0128, 0.4717], [0.2997, 1.2639, -1.3665], [-0.3814, -0.6747, -0.6952], [-0.1607, -0.1192, 0.1655], [-0.1534, -0.0530, 0.1832], [0.2682, 0.1193, 0.1664], [0.5534, -0.1869, 0.0588], [0.1526, -0.1544, 0.9474], [0.2725, 0.3617, -0.4168], [-0.4583, 0.3952, -0.5673], [0.9392, -0.2006, 0.0975], [-1.4280, -0.5853, -1.4684], [0.2225, 0.9031, -0.9091], [0.1697, 0.0621, 0.4097], [-0.1048, -0.3381, 0.1942], [-0.1073, -0.0438, 0.0857], [0.5115, -0.0186, 0.5045], [0.1154, -0.1890, 0.3403], [-0.2537, -0.6939, 0.6465], [-0.5345, 0.8188, -1.3024], [-0.1328, -0.5750, 1.1766], [0.6117, 1.5163, 0.8408], [0.0315, 0.1024, -0.6779], [-0.2334, -0.5333, 0.0457], [0.8348, -0.1318, 0.4306], [0.0790, -0.0556, -0.0293], [0.0121, -0.1757, -0.0312], [-0.0918, -0.1853, -0.2450], [-0.2910, -0.4633, 0.4925], [0.4165, -0.9356, 1.1701], [0.4736, -0.0158, -1.1009], [-0.6267, -0.2723, 1.5263], [1.0682, 0.0472, 0.3073], [-0.2169, 0.1158, 0.0423], [-0.4846, 0.2465, -0.3412], [-0.2304, 0.1729, -0.3275], [-0.0567, 0.4682, 0.1272], [-0.5592, -0.1832, -0.3378], [0.0392, -0.1300, -0.2953]], "total_charge": 0, "e_lumo_ha": 0.00875, "gap_ev": 7.9, "homo_ha": -0.283, "e_above_lowest_ev": 0.052}

=====

(3)
{"formula": "C3H7NOS", "method": "ωB97M-V/def2-TZVPD", "symbols": ["N", "C", "S", "C", "C", "O", "H", "H", "H", "H", "H", "H", "H"], "positions_angstrom": [[-0.806236, 1.503026, 0.039276], [-1.319100, 0.244379, 0.164157], [-2.928806, -0.183029, -0.149767], [-0.300531, -0.792033, 0.474456], [0.984879, -0.692374, -0.357470], [1.753381, 0.408534, 0.025793], [-1.520820, 2.125502, -0.163551], [0.142764, 1.739071, 0.320087], [-0.841717, -1.693428, 0.242987], [-0.042856, -0.865477, 1.541260], [1.516174, -1.603390, -0.238408], [0.766233, -0.624721, -1.462928], [2.596631, 0.433942, -0.435897]], "forces_ev_per_angstrom": [[-0.2493, -2.5068, 0.6309], [-0.1453, 0.9705, -0.4154], [1.4920, 0.7547, 0.3594], [0.3874, -0.4629, -0.0549], [-1.1491, -0.0656, -1.5544], [0.4422, 0.8624, 0.7267], [-0.8873, 2.0048, -0.3805], [-0.4617, -0.1024, -0.2552], [0.3292, -0.7187, -0.1074], [-0.0950, 0.3844, -0.1739], [0.6734, -0.9585, 0.3146], [-0.2007, -0.0225, 0.9584], [-0.1356, -0.1396, -0.0484]], "total_charge": 0, "e_lumo_ha": 0.02064, "gap_ev": 8.8, "homo_ha": -0.304, "e_above_lowest_ev": 0.853, "smiles": "NC(=S)CCO"}

=====

(4)
{"formula": "C18H18F6O18", "method": "ωB97M-V/def2-TZVPD", "symbols": ["O", "C", "O", "C", "C", "F", "O", "H", "H", "H", "O", "C", "O", "C", "C", "F", "O", "H", "H", "H", "O", "C", "O", "C", "C", "F", "O", "H", "H", "H", "O", "C", "O", "C", "C", "F", "O", "H", "H", "H", "O", "C", "O", "C", "C", "F", "O", "H", "H", "H", "O", "C", "O", "C", "C", "F", "O", "H", "H", "H"], "positions_angstrom": [[-2.029575, -0.371056, 2.750757], [-1.327024, -0.207679, 3.690532], [-0.917017, -1.163004, 4.551012], [-0.236301, -0.507728, 5.626203], [0.266838, 0.746391, 4.946056], [1.387645, 0.507428, 4.213100], [-0.792188, 1.000934, 4.048814], [-0.951254, -0.258122, 6.414315], [0.503273, -1.177195, 6.056907], [0.431780, 1.587597, 5.611556], [4.239569, -6.613810, -3.034629], [3.543014, -5.872159, -2.432540], [3.696344, -4.537225, -2.341125], [2.438001, -3.992792, -1.923923], [1.899422, -5.122947, -1.067825], [0.550542, -5.220708, -1.112209], [2.437938, -6.265954, -1.725694], [2.563117, -3.051961, -1.402803], [1.802039, -3.877225, -2.802826], [2.227449, -5.126510, -0.029424], [-4.952480, 2.794667, -0.856425], [-3.866602, 3.168328, -1.145389], [-3.403269, 4.431293, -1.048489], [-2.122565, 4.504616, -1.673869], [-1.683410, 3.049798, -1.628277], [-1.110598, 2.787327, -0.392835], [-2.890002, 2.366610, -1.692460], [-2.209140, 4.837343, -2.708065], [-1.480299, 5.144835, -1.079482], [-0.970888, 2.696989, -2.367107], [-2.779362, -2.385044, -1.864544], [-3.557087, -1.911150, -2.622210], [-4.869884, -2.148795, -2.657939], [-5.489267, -1.342707, -3.677316], [-4.344770, -0.484584, -4.195968], [-4.480754, 0.810664, -3.779549], [-3.203318, -1.058016, -3.643358], [-5.923994, -2.000404, -4.425663], [-6.267428, -0.754719, -3.196396], [-4.257399, -0.466652, -5.280531], [2.381296, 0.660376, 0.517790], [1.363896, 0.086521, 0.309910], [0.500609, 0.324786, -0.698585], [-0.739570, -0.262145, -0.265938], [-0.208387, -1.497994, 0.411044], [0.264108, -2.393023, -0.519297], [0.923616, -0.969107, 1.064931], [-1.245113, 0.429165, 0.409326], [-1.449669, -0.434132, -1.070668], [-0.910253, -2.020720, 1.051097], [6.648966, 4.595241, 3.088847], [5.795254, 3.985338, 2.542074], [5.947501, 3.371197, 1.350763], [4.695139, 2.827422, 0.921747], [3.860665, 2.883121, 2.209704], [3.827173, 1.677160, 2.844771], [4.539389, 3.785536, 3.016150], [4.263320, 3.443404, 0.135146], [4.832360, 1.805009, 0.585962], [2.838602, 3.186169, 1.994846]], "forces_ev_per_angstrom": [[-0.0949, -0.0752, -0.0521], [0.2556, 0.0113, 0.0809], [-0.2822, 0.1675, -0.0269], [0.0311, -0.2868, 0.2666], [-0.3323, -0.2738, 0.1834], [0.1384, 0.0391, 0.1187], [0.1953, 0.0301, -0.0440], [-0.0449, 0.0956, -0.1007], [0.2251, 0.0997, -0.3242], [-0.0380, 0.1880, -0.1636], [0.2083, -0.0008, 0.0336], [-0.3567, -0.4173, 0.0371], [-0.0031, 0.3261, -0.1372], [-0.0796, -0.1675, 0.1423], [-0.0643, -0.3732, -0.3835], [0.0132, 0.0799, 0.0309], [0.2832, 0.3140, 0.1155], [0.1882, -0.0021, -0.0039], [-0.1189, 0.1372, 0.0789], [-0.0920, 0.0894, 0.0888], [0.3362, 0.0952, 0.0033], [-0.3404, -0.0635, -0.2595], [-0.1619, 0.0326, -0.1389], [0.2484, -0.4190, 0.1620], [0.2142, 0.1997, 0.4631], [-0.0160, 0.1115, -0.0492], [-0.0118, -0.2205, 0.1242], [-0.0837, 0.1762, 0.0547], [0.0444, 0.0829, -0.0822], [-0.2108, 0.0070, -0.2363], [-0.0095, 0.0694, 0.0267], [0.2071, -0.0756, -0.2160], [-0.1907, 0.1761, -0.0734], [-0.0277, -0.2867, 0.5466], [-0.2770, -0.1354, -0.4663], [0.1001, 0.0053, 0.1405], [-0.0422, 0.1313, 0.2702], [0.0903, 0.0037, -0.0823], [0.0316, 0.1442, -0.1359], [0.1051, 0.0316, 0.0122], [0.0490, 0.1500, -0.1266], [0.1572, -0.3112, -0.1522], [-0.0510, 0.4484, 0.3691], [-0.6751, -0.0386, -0.3910], [-0.3070, 0.3321, -0.2041], [-0.1112, -0.1330, -0.1040], [-0.1128, -0.0404, 0.1618], [0.2016, -0.2353, 0.3522], [0.5446, -0.2480, -0.3704], [0.2735, 0.1104, 0.3962], [-0.1361, 0.1544, 0.2168], [0.5670, -0.2365, -0.3644], [-0.1279, 0.0506, -0.1920], [0.0868, -0.1534, 0.6943], [-0.1697, -0.3845, -1.0212], [0.1009, -0.0432, 0.0816], [-0.2937, 0.3740, 0.2444], [0.0475, 0.0334, -0.0094], [-0.0189, -0.0041, -0.0296], [-0.0620, 0.1279, 0.4444]], "total_charge": 0, "e_lumo_ha": 0.00857, "gap_ev": 11.4, "homo_ha": -0.411, "e_above_lowest_ev": 0.163, "smiles": "O=C1OC[C@@H](F)O1.O=C1OC[C@@H](F)O1.O=C1OC[C@@H](F)O1.O=C1OC[C@@H](F)O1.O=C1OC[C@@H](F)O1.O=C1OC[C@@H](F)O1"}